Record 1
{
  "formula": "C6H6",
  "method": "ωB97M-V with the def2-TZVPD basis set",
  "symbols": ["C", "C", "C", "C", "C", "C", "H", "H", "H", "H", "H", "H"],
  "coordinates": [[-0.3822, 0.2024, 2.4521], [-1.1218, 0.4142, 1.5267], [-1.7690, 0.5838, 0.2125], [-0.7058, 0.2013, -0.7351], [0.3725, -0.1627, -1.1308], [1.7368, -0.6110, -1.3978], [0.3211, -0.0025, 3.2280], [-2.6560, -0.0537, 0.1190], [-2.1005, 1.6180, 0.0629], [2.4461, 0.1642, -1.0887], [1.9443, -1.5057, -0.7998], [1.9145, -0.8481, -2.4489]],
  "forces_ev_per_angstrom": [[-0.3529, 0.1047, -0.2934], [0.3156, -0.0907, 0.4588], [0.0043, 0.0031, 0.0057], [0.5828, -0.1903, -0.1416], [-0.4944, 0.1640, 0.1239], [0.0798, -0.0221, -0.0411], [-0.2384, 0.0786, 0.0098], [0.1772, 0.0735, 0.0230], [0.0912, -0.1634, 0.0321], [-0.0905, -0.1044, -0.1150], [-0.0267, 0.1106, -0.1476], [-0.0481, 0.0365, 0.0854]],
  "homo_lumo_gap_ev": 10.368,
  "total_energy_ha": -232.08138,
  "smiles": "C#CCC#CC",
  "total_charge": 0,
  "homo_ev": -9.37
}

---

Record 2
{
  "formula": "C6H6",
  "method": "ωB97M-V with the def2-TZVPD basis set",
  "symbols": ["C", "C", "C", "C", "C", "C", "H", "H", "H", "H", "H", "H"],
  "coordinates": [[1.1859, 1.0181, -0.6960], [0.7489, -0.2181, 0.0606], [-0.6175, -0.4013, 0.5129], [-1.6888, -0.1968, 1.2556], [-0.2039, -1.1832, -0.6493], [-0.5409, -2.0149, -1.5681], [0.3353, 1.4694, -1.2136], [1.6080, 1.7532, -0.0031], [1.9478, 0.7595, -1.4371], [1.5279, -0.7332, 0.6248], [-1.7068, 0.4856, 2.0986], [-2.5957, -0.7382, 1.0147]],
  "forces_ev_per_angstrom": [[-0.0115, 0.0341, -0.0545], [0.1171, 0.1558, 0.1728], [-0.1564, 0.0635, 0.1300], [0.1001, -0.0564, -0.1159], [-0.2980, -0.6342, -0.6594], [0.2745, 0.4765, 0.5028], [0.1164, -0.0672, 0.0769], [-0.0719, -0.1053, -0.0722], [-0.1001, 0.0470, 0.1271], [-0.1503, 0.0518, -0.0690], [0.1478, -0.0469, -0.1340], [0.0321, 0.0813, 0.0954]],
  "homo_lumo_gap_ev": 9.294,
  "total_energy_ha": -232.01512,
  "total_charge": 0,
  "homo_ev": -9.48
}